Entry 1:
Density functional theory data (the ωB97M-V functional and the def2-TZVPD basis) for C53H62CaFN3O4P2SeSi as an isolated structure in a non-equilibrium geometry.

CARTESIAN COORDINATES (ANGSTROEM)
Ca 0.3430 0.5742 0.4936
C 0.8773 -7.6397 1.3458
C 1.2099 -6.1469 1.4137
C 2.5340 -5.9682 2.1849
C 1.3572 -5.5363 0.0309
C 1.7002 -6.2732 -1.0928
C 1.8039 -5.6704 -2.3343
C 1.5922 -4.3117 -2.4696
C 1.2963 -3.5317 -1.3573
P 0.9892 -1.7167 -1.4535
C 0.0390 -1.7740 -3.0238
C 0.2176 -0.8721 -4.0640
C -0.5981 -0.9280 -5.1815
C -1.5960 -1.8829 -5.2784
C -1.7802 -2.7865 -4.2455
C -0.9825 -2.7178 -3.1211
C 2.6227 -1.1504 -2.1036
C 3.6509 -1.9639 -2.5676
C 4.8334 -1.4082 -3.0276
C 5.0272 -0.0373 -2.9976
C 4.0230 0.7825 -2.5046
C 2.8310 0.2294 -2.0676
C 1.1655 -4.1601 -0.1183
O 0.7995 -3.3706 0.9327
C 0.0728 -3.9810 1.9186
C -0.7733 -3.1552 2.6561
C -1.5621 -3.7127 3.6506
C -1.5220 -5.0750 3.8796
C -0.6680 -5.8825 3.1460
C 0.1543 -5.3516 2.1616
P -0.7088 -1.3560 2.2875
C -2.4379 -0.8726 2.5778
C -2.7136 0.4266 2.9990
C -4.0132 0.8910 3.0186
C -5.0506 0.0713 2.6064
C -4.7870 -1.2231 2.1918
C -3.4861 -1.6888 2.1602
C 0.1133 -0.9285 3.8770
C 1.5074 -0.9178 3.8830
C 2.2026 -0.6231 5.0433
C 1.5129 -0.3139 6.2054
C 0.1282 -0.3272 6.2084
C -0.5681 -0.6468 5.0555
H 1.6865 -8.1883 0.8717
H -0.0403 -7.8066 0.7855
H 0.7627 -8.0523 2.3444
H 3.3378 -6.4954 1.6762
H 2.4325 -6.3715 3.1911
H 2.8009 -4.9161 2.2624
H 1.8837 -7.3324 -1.0133
H 2.0451 -6.2706 -3.1982
H 1.6317 -3.8528 -3.4469
H 0.9878 -0.1174 -4.0032
H -0.4520 -0.2213 -5.9850
H -2.2316 -1.9220 -6.1510
H -2.5474 -3.5444 -4.3185
H -1.1564 -3.3968 -2.3002
H 3.5501 -3.0398 -2.5745
H 5.6100 -2.0545 -3.4135
H 5.9594 0.3828 -3.3470
H 4.1856 1.8540 -2.4687
H 2.0375 0.8625 -1.6852
H -2.2209 -3.0750 4.2214
H -2.1451 -5.5133 4.6456
H -0.6466 -6.9384 3.3621
H -1.8996 1.0840 3.2703
H -4.2194 1.9006 3.3413
H -6.0640 0.4433 2.5972
H -5.5966 -1.8672 1.8786
H -3.2782 -2.6785 1.7787
H 2.0431 -1.1398 2.9670
H 3.2845 -0.6242 5.0550
H 2.0544 -0.0598 7.1046
H -0.4082 -0.0930 7.1182
H -1.6490 -0.6559 5.0662
O -0.8299 1.1432 -1.9928
H -0.6900 2.0178 -2.3725
H -1.3456 1.3235 -1.1852
O 3.2771 -0.7261 0.9287
H 3.6302 0.1261 1.2079
H 3.9997 -1.2099 0.5212
O -1.8240 -1.2911 -0.5495
H -1.9703 -0.4985 -0.0058
H -1.9932 -0.9780 -1.4443
N 1.3917 3.4267 -2.0942
C 0.8208 3.6295 -3.3276
C 1.2554 2.8928 -4.4328
C 0.5840 2.9786 -5.6344
C -0.5009 3.8278 -5.7764
C -0.8983 4.6079 -4.7039
C -0.2553 4.5058 -3.4867
H 2.3328 3.0720 -2.0755
H 1.1747 4.0726 -1.3534
H 2.1115 2.2422 -4.3249
H 0.9039 2.3752 -6.4711
H -1.0248 3.8889 -6.7179
H -1.7099 5.3108 -4.8252
H -0.5800 5.0981 -2.6439
F -1.5689 1.1330 0.5460
C -4.2264 4.8722 -2.6423
N -3.7854 5.7645 -1.6097
C -3.9602 7.1223 -1.5484
C -3.4070 7.5529 -0.3927
N -2.8940 6.4600 0.2587
C -2.2425 6.4596 1.5370
C -3.1217 5.3557 -0.4985
Se -2.6359 3.6637 -0.1160
H -4.8354 5.4165 -3.3614
H -4.8114 4.0622 -2.2020
H -3.3656 4.4200 -3.1409
H -4.4520 7.6730 -2.3229
H -3.3370 8.5401 0.0121
H -2.8915 6.8935 2.3007
H -1.3071 7.0206 1.4882
H -2.0194 5.4267 1.8065
C 1.3794 4.4616 1.1482
Si 1.5520 2.6266 1.7700
C 3.4387 2.5352 2.2255
C 0.6666 2.7952 3.4781
H 1.4292 5.1763 1.9692
H 0.4094 4.5913 0.6725
H 2.1554 4.7409 0.4362
H 3.8052 3.4479 2.6875
H 4.0458 2.3681 1.3358
H 3.6323 1.7203 2.9210
H 1.0194 3.6409 4.0704
H 0.7751 1.8996 4.0890
H -0.3966 2.9449 3.2953

The energy above the lowest of the compared OMol25 structures with the same formula, charge and spin comes out at 133.7 kJ/mol. For the LUMO energy, the calculation gives 0.52 eV. The calculation puts the largest force on an atom at 2.2 eV/Å. For the gap between HOMO and LUMO, the calculation gives 6.918 eV.



Entry 2:
Density functional theory data (the ωB97M-V functional and the def2-TZVPD basis) for C53H64BN8O6S3TeW as an isolated structure.

CARTESIAN COORDINATES (ANGSTROEM)
W 0.3279 0.2235 0.2980
O -1.5395 3.9348 -4.3512
C -1.1576 3.1298 -3.3329
C -1.8178 3.1019 -2.1108
C -1.3673 2.2207 -1.1450
N -0.3456 1.4159 -1.3893
C 0.3642 1.5201 -2.5075
C -0.0132 2.3466 -3.5334
C 1.6360 0.7423 -2.3862
O 2.4597 0.6524 -3.2626
O 1.7575 0.2324 -1.1733
C -1.6904 2.2233 0.3479
O -2.8991 2.6338 0.6548
O -1.4456 0.7391 0.6497
H -2.3154 4.4431 -4.0900
H -2.6558 3.7529 -1.8877
H 0.5739 2.4172 -4.4371
C 1.1616 -1.3792 6.6700
C 0.4397 -1.0238 5.3721
C -1.0525 -0.8859 5.6690
C 1.0313 0.2701 4.8188
N 0.6508 -2.1323 4.3863
C 1.4024 -3.2666 4.6331
C 1.3612 -4.0227 3.5193
N 0.5912 -3.3662 2.5888
B 0.4179 -3.9457 1.1630
N 1.6079 -3.5732 0.2398
C 2.0041 -4.4677 -0.7255
C 3.0974 -3.9707 -1.3268
N 3.3831 -2.7517 -0.7369
C 2.4465 -2.5135 0.2148
S 2.3053 -1.1416 1.2639
C 4.6624 -2.0531 -1.1182
C 5.8075 -2.9570 -0.6527
C 4.8375 -0.6792 -0.4863
C 4.6755 -1.8962 -2.6372
N -0.9972 -3.6070 0.6167
C -2.0731 -4.1639 1.2705
C -3.1808 -3.5244 0.8599
N -2.7961 -2.5744 -0.0710
C -1.4506 -2.6368 -0.1955
S -0.4125 -1.7080 -1.2221
C -3.8434 -1.6653 -0.6567
C -4.9366 -2.5532 -1.2547
C -4.3809 -0.8084 0.4905
C -3.3242 -0.7443 -1.7523
C 0.1768 -2.2006 3.1186
S -0.8113 -1.0155 2.3276
H 0.9906 -0.5660 7.3745
H 2.2390 -1.4711 6.5261
H 0.7751 -2.2955 7.1196
H -1.1852 -0.1346 6.4477
H -1.4600 -1.8337 6.0277
H -1.6067 -0.5653 4.7909
H 0.9461 1.0457 5.5816
H 0.5132 0.6109 3.9262
H 2.0871 0.1315 4.5760
H 1.8884 -3.4515 5.5700
H 1.8083 -4.9774 3.3080
H 0.4556 -5.1466 1.2848
H 1.4740 -5.3882 -0.8900
H 3.6984 -4.3801 -2.1153
H 5.7703 -3.0967 0.4290
H 6.7573 -2.4856 -0.9056
H 5.7814 -3.9368 -1.1301
H 4.8884 -0.7275 0.5988
H 4.0409 0.0011 -0.7774
H 5.7867 -0.2893 -0.8595
H 4.6311 -2.8552 -3.1539
H 5.6085 -1.4106 -2.9263
H 3.8540 -1.2635 -2.9678
H -1.9478 -4.9558 1.9871
H -4.2043 -3.6611 1.1503
H -5.4121 -3.1965 -0.5157
H -4.5301 -3.1792 -2.0505
H -5.7095 -1.9141 -1.6814
H -4.8351 -1.4171 1.2742
H -5.1425 -0.1306 0.1023
H -3.5783 -0.2088 0.9206
H -2.9025 -1.2941 -2.5914
H -2.5831 -0.0512 -1.3692
H -4.1821 -0.1693 -2.1067
C -7.3358 8.2817 3.4008
C -6.1448 7.4514 3.0069
C -6.2019 6.5612 1.9506
C -5.1055 5.7789 1.5822
C -5.2994 4.8355 0.4210
C -3.9131 5.8963 2.2995
Te -2.1522 4.7979 1.6789
N -0.6377 2.9249 0.9852
C 0.6041 2.3422 0.8351
O 1.0229 1.3904 1.7096
C 1.6910 3.0985 0.1497
C 1.3735 4.2047 -0.6328
C 2.3640 4.8784 -1.3337
C 3.6831 4.4582 -1.2515
C 4.0096 3.3652 -0.4574
C 3.0223 2.6890 0.2394
C -1.8857 3.9019 3.5705
C -0.6356 4.0234 4.1874
C 0.5694 4.6204 3.5139
C -0.4835 3.5412 5.4837
C -1.5211 2.9237 6.1638
C -1.3534 2.4684 7.5882
C -2.7271 2.7547 5.4997
C -2.9380 3.2302 4.2085
C -4.2796 2.9752 3.5750
C -3.8282 6.8112 3.3656
C -2.5688 7.0121 4.1695
C -4.9436 7.5655 3.6996
H -8.1864 8.0857 2.7491
H -7.1052 9.3471 3.3454
H -7.6399 8.0678 4.4270
H -7.1269 6.4580 1.3914
H -6.1865 4.2201 0.5867
H -4.4652 4.1538 0.2659
H -5.4685 5.3988 -0.5004
H 0.3409 4.5266 -0.6815
H 2.1039 5.7335 -1.9453
H 4.4558 4.9803 -1.8013
H 5.0381 3.0333 -0.3885
H 3.2710 1.8279 0.8480
H 0.3170 5.4275 2.8250
H 1.0889 3.8536 2.9360
H 1.2647 5.0139 4.2557
H 0.4797 3.6576 5.9708
H -0.3031 2.2992 7.8297
H -1.9061 1.5477 7.7806
H -1.7329 3.2225 8.2813
H -3.5394 2.2339 5.9972
H -4.7472 2.1116 4.0493
H -4.1788 2.7660 2.5098
H -4.9454 3.8297 3.7026
H -1.6813 7.0472 3.5335
H -2.4194 6.2003 4.8835
H -2.6211 7.9480 4.7253
H -4.8720 8.2700 4.5227

As for the expectation value of S²: 0.755. The energy above the lowest of the compared OMol25 structures with the same formula, charge and spin comes out at 53.2 kJ/mol. The spin multiplicity is 2. For the LUMO energy (spin up / spin down), the calculation gives 0.05 / -0.47 eV. The calculation puts the largest force on an atom at 0.6 eV/Å. For the gap between HOMO and LUMO (spin up / spin down), the calculation gives 6.731 / 6.459 eV.



Entry 3:
Density functional theory data (the ωB97M-V functional and the def2-TZVPD basis) for C53H68BaCl3N2OP2SSi as an isolated structure in a non-equilibrium geometry.

CARTESIAN COORDINATES (ANGSTROEM)
Ba -0.7601 -0.5832 0.8393
C -1.7867 3.0954 1.5438
Si -1.5269 2.0841 -0.0671
C -3.2527 2.0070 -0.8847
C -4.2406 2.9438 -0.5314
C -5.5592 2.8203 -0.9429
C -5.9344 1.7335 -1.7254
C -4.9827 0.7941 -2.0966
C -3.6453 0.9102 -1.6920
P -2.3885 -0.3250 -2.2722
C -3.3722 -1.9164 -2.3928
C -2.4709 -3.0741 -1.9131
C -1.4149 -3.4287 -2.9622
C -2.0989 -3.8876 -4.2530
C -3.0699 -2.8258 -4.7807
C -4.0521 -2.3657 -3.6985
C -1.9600 0.3505 -3.9500
C -1.0152 1.5438 -3.7508
C -0.4650 2.0576 -5.0808
C -1.5985 2.4218 -6.0399
C -2.5722 1.2568 -6.2121
C -3.1123 0.7658 -4.8633
C -0.3854 3.2501 -1.0503
C -0.9196 4.3857 -1.6787
C -0.1150 5.3119 -2.3256
C 1.2633 5.1215 -2.3544
C 1.8128 4.0026 -1.7488
C 1.0054 3.0550 -1.1046
P 1.7385 1.5471 -0.3351
C 1.9653 0.4448 -1.7958
C 2.6558 -0.8813 -1.4528
C 2.3009 -1.9341 -2.5230
C 2.1600 -1.2996 -3.9246
C 3.0379 -0.0554 -4.0450
C 2.5411 1.0471 -3.0912
C 3.3885 2.0863 0.3340
C 4.5837 2.1836 -0.6290
C 5.8553 2.6283 0.0995
C 6.2126 1.6698 1.2297
C 5.0517 1.5715 2.2153
C 3.7582 1.1522 1.5102
H -1.9992 4.1599 1.3726
H -0.8709 3.0499 2.1535
H -2.6096 2.6779 2.1429
H -3.9701 3.7889 0.0970
H -6.2944 3.5646 -0.6532
H -6.9632 1.6175 -2.0484
H -5.2943 -0.0407 -2.7185
H -4.1456 -1.7526 -1.6418
H -3.0982 -3.9551 -1.7340
H -1.9998 -2.8291 -0.9521
H -0.7417 -4.2039 -2.5882
H -0.7972 -2.5425 -3.1693
H -2.6506 -4.8131 -4.0487
H -1.3524 -4.1253 -5.0141
H -3.6309 -3.2203 -5.6291
H -2.5017 -1.9732 -5.1569
H -4.6900 -3.2195 -3.4380
H -4.7192 -1.5997 -4.0904
H -1.3864 -0.4421 -4.4428
H -0.1994 1.2824 -3.0771
H -1.5728 2.3508 -3.2639
H 0.1680 1.2837 -5.5379
H 0.1711 2.9278 -4.8975
H -1.1945 2.7181 -7.0097
H -2.1401 3.2876 -5.6399
H -2.0609 0.4274 -6.7190
H -3.4047 1.5536 -6.8532
H -3.8094 -0.0571 -5.0272
H -3.6731 1.5726 -4.3818
H -1.9961 4.5465 -1.6600
H -0.5559 6.1826 -2.7996
H 1.9080 5.8417 -2.8464
H 2.8863 3.8686 -1.7935
H 0.9137 0.1923 -1.9960
H 2.3679 -1.2400 -0.4578
H 3.7380 -0.7302 -1.4164
H 1.3612 -2.4269 -2.2536
H 3.0680 -2.7113 -2.5367
H 1.1155 -1.0115 -4.1037
H 2.4150 -2.0293 -4.6935
H 3.0441 0.3180 -5.0700
H 4.0738 -0.3234 -3.8070
H 1.7607 1.6344 -3.5819
H 3.3546 1.7381 -2.8731
H 3.1788 3.0792 0.7444
H 4.3858 2.8773 -1.4429
H 4.7626 1.2023 -1.0847
H 5.6941 3.6295 0.5169
H 6.6779 2.7098 -0.6138
H 7.1217 1.9960 1.7377
H 6.4163 0.6762 0.8128
H 4.9047 2.5538 2.6843
H 5.2882 0.8633 3.0148
H 2.9304 1.1168 2.2217
H 3.8838 0.1315 1.1219
Cl -1.0980 -7.8228 4.2798
C -0.6488 -6.2405 4.8124
C -0.8854 -5.8580 6.1234
C -0.5081 -4.5904 6.5298
C 0.0987 -3.6841 5.6614
C 0.4839 -2.3246 6.1985
C -0.7365 -1.4493 6.4713
N -1.5279 -1.2898 5.2463
C -2.7380 -1.8798 4.9495
C -2.9862 -1.6011 3.6421
N -1.9315 -0.8656 3.1195
C -1.0824 -0.6990 4.1228
O 1.1787 -2.4463 7.4206
C 2.4689 -1.8152 7.4189
C 2.3694 -0.3367 7.1563
C 1.7569 0.5433 7.9960
Cl 1.0558 0.1781 9.5147
S 1.7320 2.1414 7.3886
C 2.5590 1.6623 5.9720
C 2.8374 0.3293 5.9786
C 0.3161 -4.1093 4.3551
Cl 1.0858 -3.0688 3.1615
C -0.0481 -5.3739 3.9195
H -1.3517 -6.5505 6.8153
H -0.6656 -4.2924 7.5627
H 1.0921 -1.8055 5.4603
H -0.4064 -0.4776 6.8270
H -1.3618 -1.8989 7.2385
H -3.3055 -2.4271 5.6863
H -3.8465 -1.8740 3.0507
H -0.1394 -0.1576 4.0804
H 3.1172 -2.2842 6.6735
H 2.8850 -2.0080 8.4040
H 2.8174 2.3965 5.2207
H 3.3729 -0.1770 5.1803
H 0.1405 -5.6820 2.9006

The energy above the lowest of the compared OMol25 structures with the same formula, charge and spin comes out at 47.6 kJ/mol. For the LUMO energy, the calculation gives -2.29 eV. Its charge is +1. The calculation puts the largest force on an atom at 1.6 eV/Å. For the gap between HOMO and LUMO, the calculation gives 6.150 eV.